Molecular formula: C45H44CeNO6P2
Method: DFT, the ωB97M-V functional and the def2-TZVPD basis

```
99
Properties=species:S:1:pos:R:3:mulliken_charge:R:1
Ce 0.04 0.11 -0.05 -0.531
C 0.52 4.60 0.85 -1.536
C 1.15 3.24 1.14 1.729
C 2.21 3.37 2.23 -1.723
O 0.13 2.29 1.51 -0.093
C 1.82 2.72 -0.19 -0.487
O 2.84 3.27 -0.57 -0.716
O 1.19 1.79 -0.78 0.808
H 0.05 5.01 1.75 0.544
H -0.24 4.52 0.07 0.177
H 1.29 5.29 0.51 0.388
H 1.80 3.88 3.10 0.449
H 3.04 3.94 1.83 0.359
H 2.57 2.38 2.51 0.273
H -0.37 2.68 2.24 0.259
C 3.64 -6.40 -1.87 -0.511
C 2.88 -6.35 -0.71 -0.675
C 2.19 -5.19 -0.39 -0.204
C 2.27 -4.07 -1.22 0.220
C 3.03 -4.13 -2.37 -0.280
C 3.72 -5.29 -2.69 -0.822
P 1.35 -2.60 -0.65 1.035
C 1.64 -1.43 -2.05 -0.202
C 2.65 -0.47 -2.07 -0.046
C 2.75 0.40 -3.15 -0.688
C 1.85 0.33 -4.19 -0.486
C 0.84 -0.63 -4.18 -0.696
C 0.74 -1.51 -3.12 -0.342
C 2.49 -1.91 0.61 0.004
C 3.76 -2.40 0.86 -0.587
C 4.50 -1.87 1.90 -0.759
C 3.94 -0.88 2.68 -1.008
C 2.67 -0.39 2.40 -0.232
C 1.87 -0.86 1.34 0.726
H 4.16 -7.30 -2.12 0.383
H 2.81 -7.21 -0.06 0.404
H 1.59 -5.14 0.51 0.314
H 3.09 -3.27 -3.02 0.410
H 4.31 -5.33 -3.59 0.424
H 3.38 -0.42 -1.27 0.459
H 3.54 1.14 -3.16 0.356
H 1.92 1.03 -5.02 0.403
H 0.15 -0.69 -5.01 0.416
H -0.02 -2.28 -3.12 0.721
H 4.18 -3.18 0.24 0.419
H 5.50 -2.24 2.11 0.409
H 4.49 -0.48 3.52 0.400
H 2.27 0.39 3.05 0.546
O -2.43 -2.54 -2.24 -0.768
C -2.37 -1.33 -2.07 0.018
O -1.69 -0.75 -1.16 -0.066
C -3.18 -0.39 -2.93 -0.300
C -4.40 -0.79 -3.46 -0.708
C -5.20 0.11 -4.13 -0.707
C -4.78 1.43 -4.28 -0.872
C -3.56 1.83 -3.78 -0.090
C -2.74 0.92 -3.11 0.129
P -1.10 1.44 -2.43 2.355
C -0.46 2.48 -3.79 0.208
C 0.52 3.43 -3.50 -0.318
C 1.17 4.11 -4.52 -0.881
C 0.85 3.86 -5.84 -0.772
C -0.12 2.91 -6.14 -0.828
C -0.76 2.22 -5.12 -0.959
C -1.88 2.73 -1.37 1.682
C -2.37 2.33 -0.13 -0.677
C -3.08 3.21 0.67 -0.509
C -3.33 4.50 0.23 -0.927
C -2.82 4.92 -0.99 -0.639
C -2.09 4.05 -1.79 -0.775
H -4.71 -1.82 -3.33 0.542
H -6.16 -0.20 -4.54 0.412
H -5.42 2.14 -4.78 0.448
H -3.24 2.86 -3.90 0.443
H 0.79 3.63 -2.47 0.310
H 1.93 4.84 -4.28 0.485
H 1.36 4.38 -6.64 0.385
H -0.38 2.70 -7.17 0.419
H -1.51 1.48 -5.36 0.502
H -2.24 1.28 0.18 0.306
H -3.48 2.88 1.62 0.555
H -3.92 5.18 0.83 0.401
H -2.99 5.92 -1.34 0.435
H -1.70 4.38 -2.74 0.262
C -2.22 -1.10 4.26 -1.005
N -2.22 -2.19 3.31 0.210
C -2.55 -3.52 3.77 -0.977
C -1.83 -1.94 2.05 0.604
C -1.83 -3.10 1.08 -0.529
O -1.49 -0.79 1.72 -0.287
H -2.88 -1.33 5.09 0.478
H -2.58 -0.20 3.76 0.250
H -1.21 -0.91 4.63 0.257
H -2.59 -3.52 4.85 0.393
H -1.80 -4.24 3.45 0.333
H -3.53 -3.84 3.38 0.288
H -2.76 -3.66 1.14 0.545
H -1.00 -3.77 1.30 0.218
H -1.71 -2.73 0.07 -0.695
```

Computed properties:
Energy relative to the best compared isomer or geometry (same formula, charge and spin) (kcal/mol): 0.0
Electronic energy (a.u.): -3405.35510
F_max (Eh/bohr): 0.0361
Total charge: 0
HOMO-LUMO gap (alpha / beta) (eV): 7.6 / 7.9
2S+1: 2



Molecular formula: C45H44ClFN9O8PbS2
Method: DFT, the ωB97M-V functional and the def2-TZVPD basis

```
111
Properties=species:S:1:pos:R:3:mulliken_charge:R:1
Pb 1.81 0.36 0.23 2.421
N 0.62 -3.14 2.61 -0.192
C 1.38 -2.17 2.10 0.297
S 0.92 -0.51 2.48 -0.536
N 2.47 -2.53 1.46 -1.530
N 3.13 -1.49 0.94 1.093
C 4.39 -1.48 0.79 -1.212
C 5.03 -0.21 0.41 1.221
C 6.40 -0.11 0.28 -1.011
C 6.96 1.13 0.04 -0.423
C 6.14 2.24 -0.03 -1.082
C 4.77 2.06 0.13 -0.293
N 4.23 0.86 0.32 0.453
H -0.30 -2.91 2.94 0.289
H 0.77 -4.08 2.27 0.127
H 5.00 -2.34 1.07 0.397
H 7.01 -1.00 0.36 0.542
H 8.03 1.24 -0.08 0.463
H 6.53 3.24 -0.18 0.469
H 4.08 2.90 0.12 0.535
C 9.01 -1.32 -2.56 -1.555
C 7.51 -1.28 -2.64 1.029
C 6.73 -2.31 -2.12 -0.928
C 5.34 -2.26 -2.19 -0.381
C 4.73 -1.19 -2.82 0.093
C 5.49 -0.17 -3.38 -0.407
C 6.87 -0.21 -3.27 -0.806
S 2.96 -1.18 -2.95 0.984
O 2.63 -0.88 -4.32 -0.771
O 2.51 -2.41 -2.37 -0.566
N 2.46 0.04 -1.99 0.093
C 2.40 1.34 -2.39 0.835
C 2.56 1.93 -3.66 -1.141
C 2.42 3.30 -3.76 -0.580
C 2.13 4.09 -2.65 -1.191
C 1.98 3.44 -1.44 -0.373
N 2.11 2.12 -1.34 0.380
H 9.36 -2.21 -2.04 0.370
H 9.40 -0.45 -2.04 0.311
H 9.45 -1.33 -3.56 0.383
H 7.21 -3.16 -1.65 0.372
H 4.74 -3.07 -1.80 0.543
H 5.01 0.64 -3.90 0.427
H 7.46 0.58 -3.71 0.427
H 2.74 1.32 -4.53 0.708
H 2.53 3.77 -4.74 0.433
H 2.03 5.16 -2.72 0.485
H 1.75 3.97 -0.53 0.494
F -4.86 0.43 -1.87 -0.363
C -4.34 1.11 -0.83 0.158
C -2.99 1.19 -0.69 -0.466
C -2.43 1.94 0.34 0.750
C -0.98 1.95 0.50 1.159
O -0.29 1.25 -0.27 -0.726
C -0.48 2.81 1.53 0.653
C -1.36 3.49 2.31 -0.812
N -2.71 3.38 2.24 0.333
C -3.54 4.13 3.15 -0.295
C -3.14 4.23 4.58 -1.008
C -4.32 3.39 4.20 -0.472
C -3.28 2.61 1.23 -0.292
C -4.66 2.49 1.10 -0.658
C -5.21 1.73 0.08 -1.239
N -6.62 1.59 0.01 0.336
C -7.21 0.45 -0.68 -0.708
C -8.70 0.39 -0.29 -0.687
N -8.86 1.13 1.01 -0.159
C -8.66 2.61 0.80 -0.753
C -7.44 2.78 -0.12 -0.707
C 0.99 3.11 1.81 -0.334
O 1.24 4.18 2.34 -0.732
O 1.86 2.22 1.50 -0.673
H -2.34 0.65 -1.36 0.401
H -0.98 4.17 3.05 0.868
H -4.01 5.00 2.69 0.472
H -3.30 5.18 5.08 0.260
H -2.24 3.71 4.89 0.354
H -5.31 3.75 4.45 0.304
H -4.18 2.32 4.24 0.247
H -5.32 2.95 1.83 0.805
H -6.69 -0.45 -0.38 0.519
H -7.15 0.52 -1.77 0.405
H -9.05 -0.63 -0.16 0.376
H -9.35 0.89 -1.01 0.355
H -8.13 0.81 1.64 0.382
H -9.77 0.94 1.44 0.325
H -8.51 3.04 1.78 0.423
H -9.58 3.00 0.37 0.377
H -6.88 3.66 0.18 0.495
H -7.76 2.93 -1.16 0.319
C 1.40 -6.23 0.38 -1.428
C 0.05 -5.78 0.87 0.372
C -0.57 -6.38 1.95 -0.445
C -1.82 -5.94 2.38 0.193
Cl -2.58 -6.72 3.74 -0.247
C -2.45 -4.90 1.74 -0.994
C -1.84 -4.27 0.66 -0.881
C -0.60 -4.71 0.23 1.430
O 0.11 -4.15 -0.78 -0.318
C -0.50 -3.13 -1.56 -1.416
C -0.57 -1.81 -0.77 0.371
O -1.67 -1.33 -0.49 -0.707
O 0.59 -1.39 -0.46 0.333
H 1.76 -7.08 0.95 0.410
H 2.14 -5.43 0.45 0.169
H 1.35 -6.50 -0.68 0.334
H -0.09 -7.21 2.46 0.394
H -3.42 -4.56 2.09 0.408
H -2.31 -3.42 0.19 0.479
H -1.49 -3.43 -1.90 0.357
H 0.18 -3.00 -2.40 0.497
```

Computed properties:
Energy relative to the best compared isomer or geometry (same formula, charge and spin) (kcal/mol): 14.1
Electronic energy (a.u.): -4384.98608
F_max (Eh/bohr): 0.0082
Total charge: +1
HOMO-LUMO gap (eV): 6.1



Molecular formula: C45H44N6O6SiTi
Method: DFT, the ωB97M-V functional and the def2-TZVPD basis

```
103
Properties=species:S:1:pos:R:3:mulliken_charge:R:1
Ti -0.28 1.14 0.61 -0.105
O -3.85 0.37 -1.16 -0.660
C -2.83 1.00 -1.01 -0.295
N -2.30 1.45 0.21 1.023
C -3.23 1.67 1.21 0.192
O -4.43 1.58 1.13 -0.667
C -2.64 2.15 2.52 0.460
C -3.43 2.14 3.66 -0.881
C -2.86 2.57 4.85 -0.444
C -1.54 3.00 4.84 -1.039
C -0.84 2.98 3.65 -0.234
N -1.38 2.56 2.51 0.320
C -2.01 1.40 -2.20 0.167
C -2.54 1.29 -3.48 -0.624
C -1.76 1.72 -4.54 -0.695
C -0.51 2.25 -4.29 -1.053
C -0.07 2.31 -2.97 -0.491
N -0.80 1.88 -1.95 0.797
H -4.45 1.81 3.60 0.550
H -3.43 2.57 5.77 0.445
H -1.05 3.35 5.75 0.434
H 0.19 3.31 3.59 0.532
H -3.53 0.87 -3.61 0.551
H -2.14 1.65 -5.56 0.436
H 0.12 2.62 -5.09 0.463
H 0.90 2.73 -2.73 0.759
O -0.32 0.23 2.21 0.629
C 0.49 -0.37 3.06 -0.022
C -0.04 -1.22 4.03 -0.915
C 0.81 -1.89 4.89 -0.560
C 2.19 -1.71 4.82 -0.913
C 2.71 -0.83 3.90 -0.924
C 1.88 -0.14 3.01 1.362
C 2.43 0.91 2.18 -1.236
N 1.71 1.60 1.37 1.926
N 2.32 2.71 0.81 -1.327
C 1.38 3.40 0.23 0.718
O 0.14 3.02 0.25 -0.329
C 1.71 4.66 -0.46 0.406
C 3.03 5.04 -0.67 -0.475
C 3.31 6.22 -1.34 -0.762
C 2.27 7.03 -1.80 -0.348
C 0.96 6.65 -1.59 -1.010
C 0.67 5.47 -0.92 -0.057
H -1.11 -1.36 4.06 0.506
H 0.39 -2.56 5.63 0.472
H 2.85 -2.25 5.50 0.408
H 3.78 -0.65 3.86 0.480
H 3.47 1.19 2.31 0.276
H 3.82 4.41 -0.31 0.420
H 4.34 6.52 -1.50 0.403
H 2.50 7.95 -2.32 0.399
H 0.15 7.28 -1.94 0.406
H -0.35 5.15 -0.76 0.502
C -4.65 -1.74 1.79 -0.896
N -3.80 -2.82 1.34 0.308
C -4.20 -4.19 1.59 -1.012
C -2.60 -2.54 0.79 -0.250
O -2.16 -1.41 0.66 -0.525
H -5.69 -2.07 1.75 0.393
H -4.53 -0.88 1.14 0.269
H -4.42 -1.45 2.82 0.211
H -5.18 -4.39 1.14 0.344
H -4.26 -4.39 2.66 0.336
H -3.47 -4.87 1.15 0.316
H -2.06 -3.42 0.43 0.202
C 2.82 -0.07 -3.17 -1.496
C 2.95 -0.89 -1.89 2.743
C 3.63 -0.02 -0.82 -1.646
C 3.88 -2.08 -2.16 -2.080
Si 1.22 -1.40 -1.25 0.900
O 0.51 -0.12 -0.45 0.093
C 0.09 -1.93 -2.65 0.962
C 0.55 -2.67 -3.74 -0.553
C -0.31 -3.15 -4.72 -0.878
C -1.67 -2.90 -4.62 -0.772
C -2.16 -2.18 -3.54 -0.775
C -1.29 -1.70 -2.57 -0.030
C 1.29 -2.89 -0.11 0.391
C 0.58 -2.87 1.09 0.496
C 0.52 -3.99 1.92 -0.783
C 1.16 -5.16 1.54 -0.813
C 1.85 -5.21 0.34 -0.970
C 1.91 -4.09 -0.47 -0.331
H 3.82 0.27 -3.49 0.523
H 2.21 0.81 -3.03 0.100
H 2.39 -0.65 -3.99 0.298
H 4.62 0.27 -1.18 0.643
H 3.77 -0.57 0.12 0.303
H 3.07 0.89 -0.61 0.005
H 4.84 -1.69 -2.52 0.527
H 3.50 -2.76 -2.92 0.294
H 4.08 -2.65 -1.25 0.396
H 1.61 -2.89 -3.85 0.149
H 0.08 -3.72 -5.55 0.448
H -2.35 -3.27 -5.38 0.402
H -3.22 -1.98 -3.44 0.536
H -1.69 -1.18 -1.72 -0.339
H 0.05 -1.98 1.37 -0.574
H -0.03 -3.94 2.85 0.512
H 1.12 -6.03 2.18 0.403
H 2.34 -6.12 0.03 0.428
H 2.44 -4.17 -1.41 0.417
```

Computed properties:
Energy relative to the best compared isomer or geometry (same formula, charge and spin) (kcal/mol): 3.3
Electronic energy (a.u.): -3660.42843
F_max (Eh/bohr): 0.0170
Total charge: 0
HOMO-LUMO gap (eV): 7.8



Molecular formula: C45H45Br2HgN7O3STe
Method: DFT, the ωB97M-V functional and the def2-TZVPD basis

```
105
Properties=species:S:1:pos:R:3:mulliken_charge:R:1
Hg -0.13 -2.55 -0.73 0.579
N 2.27 2.85 -0.26 -0.457
C 1.93 1.52 -0.46 0.040
S 0.50 1.23 -1.49 -0.169
N 2.77 0.66 -0.04 -0.794
N 2.52 -0.70 -0.12 0.786
C 3.53 -1.42 -0.44 -0.179
C 4.82 -0.88 -0.97 0.236
C 6.04 -1.20 -0.39 -0.022
C 7.22 -0.66 -0.87 -0.794
C 7.19 0.22 -1.95 -0.419
C 5.98 0.54 -2.54 -0.826
C 4.80 0.00 -2.05 0.123
C 3.43 -2.90 -0.18 0.232
C 4.29 -3.80 -0.81 -0.643
C 4.17 -5.14 -0.50 -0.633
C 3.21 -5.55 0.41 -0.564
C 2.38 -4.58 0.97 -0.334
N 2.49 -3.29 0.68 -0.226
H 1.49 3.48 -0.30 0.140
H 2.86 2.97 0.55 0.313
H 6.06 -1.89 0.45 0.497
H 8.16 -0.92 -0.40 0.371
H 8.11 0.64 -2.33 0.362
H 5.94 1.22 -3.38 0.404
H 3.85 0.26 -2.51 0.237
H 5.01 -3.45 -1.53 0.449
H 4.82 -5.87 -0.98 0.435
H 3.08 -6.59 0.68 0.411
H 1.58 -4.83 1.65 0.412
C -0.40 -0.21 -5.25 -1.177
C 0.32 -1.50 -4.97 0.670
C -0.04 -2.70 -5.58 -0.554
C 0.64 -3.86 -5.27 -0.403
C 1.66 -3.76 -4.33 -0.001
Br 2.58 -5.36 -3.84 -0.213
N 2.02 -2.66 -3.74 -0.069
C 1.35 -1.55 -4.05 0.437
H -0.32 0.07 -6.31 0.426
H 0.01 0.60 -4.66 0.217
H -1.46 -0.30 -5.01 0.154
H -0.86 -2.73 -6.29 0.408
H 0.37 -4.81 -5.69 0.390
H 1.62 -0.65 -3.50 -0.254
Br -2.68 -5.47 -1.61 -0.225
C -3.05 -4.59 0.06 0.120
C -4.16 -3.78 0.12 -0.185
C -4.39 -3.16 1.34 -0.335
C -3.52 -3.40 2.40 -0.209
C -2.41 -4.21 2.20 0.437
N -2.19 -4.80 1.02 -0.401
C -1.43 -4.44 3.34 0.036
O -1.71 -5.41 4.08 -0.798
O -0.51 -3.61 3.43 -0.591
H -4.77 -3.60 -0.75 0.336
H -5.23 -2.49 1.46 0.342
H -3.67 -2.93 3.36 0.409
C -3.17 0.60 -2.74 -1.310
C -2.87 -0.49 -1.69 0.472
O -3.35 -1.60 -1.93 -0.584
N -2.18 -0.23 -0.57 -0.248
Te -1.78 1.68 -0.24 0.550
C -0.77 3.64 0.52 -0.635
C -0.34 3.95 1.82 1.882
C 0.12 2.91 2.81 -1.648
C -0.24 5.28 2.23 -0.788
C -0.54 6.33 1.38 0.818
C -0.43 7.76 1.83 -1.650
C -0.91 6.02 0.08 -1.040
C -1.03 4.70 -0.36 1.585
C -1.45 4.49 -1.79 -1.793
C -2.18 1.24 1.81 -0.042
C -1.54 0.19 2.46 1.037
C -0.35 -0.57 1.96 -0.521
C -2.01 -0.18 3.72 -0.856
C -3.07 0.47 4.33 0.908
C -3.59 0.01 5.67 -1.863
C -3.66 1.54 3.67 -1.051
C -3.23 1.93 2.40 0.943
C -3.92 3.10 1.73 -1.606
H -3.57 0.10 -3.62 0.334
H -2.29 1.18 -3.03 0.261
H -3.91 1.31 -2.37 0.312
H 0.50 2.02 2.31 -0.124
H -0.68 2.58 3.47 0.271
H 0.92 3.32 3.43 0.587
H 0.10 5.49 3.23 0.306
H 0.04 7.83 2.81 0.367
H -1.42 8.23 1.90 0.292
H 0.16 8.36 1.13 0.360
H -1.11 6.82 -0.63 0.310
H -1.32 5.41 -2.36 0.458
H -2.51 4.20 -1.87 0.299
H -0.87 3.70 -2.27 0.194
H -0.07 -0.33 0.93 -1.071
H -0.53 -1.64 2.02 0.135
H 0.51 -0.37 2.60 0.418
H -1.53 -1.02 4.22 0.448
H -2.92 -0.71 6.12 0.398
H -4.57 -0.48 5.56 0.321
H -3.72 0.85 6.36 0.441
H -4.49 2.07 4.13 0.322
H -4.59 3.59 2.44 0.426
H -4.52 2.77 0.88 0.246
H -3.21 3.84 1.37 0.194
```

Computed properties:
Energy relative to the best compared isomer or geometry (same formula, charge and spin) (kcal/mol): 41.7
Electronic energy (a.u.): -8318.45528
F_max (Eh/bohr): 0.0152
Total charge: -2
HOMO-LUMO gap (eV): 5.5